[1]
7
Properties=species:S:1:pos:R:3:mulliken_charge:R:1 method="wB97M-V/def2-TZVPD" homo_ev="-9.8 / -9.8" orbital_gap_ev="6.9 / 6.9" total_charge=0 relative_energy_kcal_mol=175.3 lumo_energy_ev="-2.89 / -2.89" e_tot_ev=-18398.5619
C -0.75701 0.50853 -0.05671 -0.1561
N 1.34349 -0.26058 -0.91507 -0.7077
H -0.25124 1.43545 -0.28959 0.4613
S -1.86979 -0.71140 -0.12884 0.3933
N 2.64097 -0.44308 0.94951 -0.4457
N 2.02078 -0.25669 0.01405 0.8915
O -3.12721 -0.27223 0.42664 -0.4367

[2]
10
Properties=species:S:1:pos:R:3:mulliken_charge:R:1 method="wB97M-V/def2-TZVPD" homo_ev="-1.3 / -2.8" orbital_gap_ev="4.4 / 5.8" total_charge=-1 spin_multiplicity=2 s2=0.75 lumo_energy_ev="3.06 / 3.01" e_tot_ev=-8104.4107
H -1.40547 -1.21422 -1.22148 0.1327
C 3.43784 1.20679 -0.73277 -0.5192
C -0.81522 -1.05945 -0.30257 -1.2101
H -1.71996 -0.46065 1.60883 0.1739
O -0.56212 1.08785 0.85114 -1.1272
C -1.44898 -0.00470 0.63180 0.1488
H -2.40086 0.37536 0.20124 0.1779
O 4.52587 1.67226 -0.86822 -0.2743
H -0.70381 -2.04083 0.18887 0.1435
Sr 1.09272 0.43759 -0.35685 1.3540

[3]
22
Properties=species:S:1:pos:R:3:mulliken_charge:R:1 method="wB97M-V/def2-TZVPD" homo_ev=-12.3 orbital_gap_ev=9.6 total_charge=+1 relative_energy_kcal_mol=82.2 lumo_energy_ev=-2.74 e_tot_ev=-9873.5998
H 0.04330 -1.29272 -0.80128 0.4116
H -1.37378 -1.75618 1.14176 0.3511
C -1.48659 -0.68045 1.26560 -0.7994
H -2.43436 -0.48636 1.76464 0.3631
H -1.00464 1.88872 0.66228 0.3439
C -0.14672 -0.22788 -0.68436 -0.9619
H 4.83558 -0.90906 -1.12748 0.2677
H -2.73769 1.54442 0.53177 0.3772
H -0.67256 -0.29969 1.87755 0.3537
H 2.76513 1.77719 0.71519 0.2104
N -1.46876 -0.04120 -0.06383 0.3942
C 4.27500 -0.85828 -0.21326 -0.8700
C 3.47529 0.11718 0.04511 0.5682
C -1.76603 1.39912 0.05952 -0.7367
H 4.49395 -1.59670 0.54019 0.2534
N 2.55535 0.89886 0.25209 -0.5208
H 0.66508 0.21607 -0.09447 0.5087
H -3.36270 -0.58593 -0.55658 0.2806
H -1.78150 1.86229 -0.92695 0.3530
H -0.13334 0.23580 -1.66961 0.3818
H -2.33121 -0.46783 -1.84715 0.2779
N -2.40879 -0.73737 -0.87074 -0.8077

Copy entry 3 word for word.
22
Properties=species:S:1:pos:R:3:mulliken_charge:R:1 method="wB97M-V/def2-TZVPD" homo_ev=-12.3 orbital_gap_ev=9.6 total_charge=+1 relative_energy_kcal_mol=82.2 lumo_energy_ev=-2.74 e_tot_ev=-9873.5998
H 0.04330 -1.29272 -0.80128 0.4116
H -1.37378 -1.75618 1.14176 0.3511
C -1.48659 -0.68045 1.26560 -0.7994
H -2.43436 -0.48636 1.76464 0.3631
H -1.00464 1.88872 0.66228 0.3439
C -0.14672 -0.22788 -0.68436 -0.9619
H 4.83558 -0.90906 -1.12748 0.2677
H -2.73769 1.54442 0.53177 0.3772
H -0.67256 -0.29969 1.87755 0.3537
H 2.76513 1.77719 0.71519 0.2104
N -1.46876 -0.04120 -0.06383 0.3942
C 4.27500 -0.85828 -0.21326 -0.8700
C 3.47529 0.11718 0.04511 0.5682
C -1.76603 1.39912 0.05952 -0.7367
H 4.49395 -1.59670 0.54019 0.2534
N 2.55535 0.89886 0.25209 -0.5208
H 0.66508 0.21607 -0.09447 0.5087
H -3.36270 -0.58593 -0.55658 0.2806
H -1.78150 1.86229 -0.92695 0.3530
H -0.13334 0.23580 -1.66961 0.3818
H -2.33121 -0.46783 -1.84715 0.2779
N -2.40879 -0.73737 -0.87074 -0.8077